Entry from the OMol25 dataset: a single CClIN2O4 molecule (the ωB97M-V functional and the def2-TZVPD basis).

Results
HOMO-LUMO gap = 8.20 eV
2S+1 = 1
largest force on an atom = 3.618 eV Å⁻¹
structure (SMILES) = O=[N+]([O-])C(Cl)(I)[N+](=O)[O-]
DFT total energy = -32822.4853 eV
highest occupied orbital energy = -10.68 eV
ΔE to the lowest compared entry with this formula, charge and spin = 0.333 eV

Last column: Löwdin charge in e.
CARTESIAN COORDINATES (ANGSTROEM)
I: -2.4896 0.3921 0.4477  0.771
Cl: -0.0802 -0.9813 -1.8706  0.766
O: 0.6716 1.6905 0.5499  0.115
O: 1.6113 -1.3632 0.4431  0.072
O: -0.1176 1.7162 -1.4590  0.018
O: -0.0054 -1.3664 1.8427  0.083
N: 0.5018 -1.1002 0.8086  -0.405
N: 0.1904 1.1847 -0.4119  -0.557
C: -0.2823 -0.1724 -0.3505  -0.862